1.
The following is a DFT calculation (ωB97M-V with the def2-TZVPD basis set) of C4H8INS as an isolated structure.

The geometry in XYZ format:
```
15
Properties=species:S:1:pos:R:3:forces:R:3
I -2.735 -0.080 3.577 -0.3 0.1 0.0
S -1.575 0.031 0.710 1.6 -3.3 0.0
N -1.321 -0.536 2.197 -0.2 0.5 -0.1
C 0.107 0.483 0.364 1.1 0.9 -1.1
C 2.022 1.336 -0.952 1.1 0.5 1.0
C 0.601 1.114 -0.698 -2.5 -0.6 -1.7
C -1.349 -1.698 -0.275 0.5 -1.1 2.0
H 2.521 0.665 -0.244 0.6 0.9 0.4
H 0.899 0.215 1.036 -0.5 -0.6 1.1
H -2.223 -2.291 -0.479 -1.1 0.5 0.3
H -0.894 -1.551 -1.195 0.9 0.9 -1.8
H 2.473 1.031 -1.881 -0.7 -0.2 -0.8
H -0.083 1.353 -1.528 0.1 0.3 0.4
H -0.684 -2.502 0.249 -0.9 2.2 0.0
H 2.239 2.430 -0.879 0.2 -0.9 0.4
```
Forces are in eV/Å.

The energy above the lowest of the compared OMol25 structures with the same formula, charge and spin comes out at 3.699 eV. For the energy, the calculation gives -907.6934 a.u. The spin multiplicity is 1. As for the orbital gap: 8.3 eV. The HOMO energy comes out at -7.81 eV. The charge is 0.



2.
The following is a DFT calculation (ωB97M-V with the def2-TZVPD basis set) of a 2-piece molecular cluster, C4H9N overall.

The geometry in XYZ format:
```
14
Properties=species:S:1:pos:R:3:forces:R:3
N -0.305 3.137 -0.625 3.1 -1.7 0.7
C 0.019 -3.848 1.981 0.0 -1.4 -1.5
C -0.259 -4.995 1.296 1.4 0.2 3.5
C 1.150 2.563 -0.815 -1.3 2.6 3.5
C -0.843 3.282 -1.758 -3.2 -0.1 -0.7
H -0.325 -2.890 1.715 -0.7 1.0 -0.3
H 1.305 1.838 -1.583 -0.3 -0.5 -0.5
H 0.775 -3.806 2.782 -0.4 -0.5 -0.4
H -0.989 -5.357 0.572 0.3 0.9 0.0
H 1.693 3.558 -1.121 0.0 -1.7 0.7
H -0.444 2.788 -2.631 -0.1 0.2 -0.6
H 0.291 -5.768 1.878 -0.5 -0.3 -1.2
H -1.969 3.558 -1.738 1.9 0.0 -0.4
H 1.401 2.106 0.274 0.0 1.2 -2.7
```
Forces are in eV/Å.

The energy above the lowest of the compared OMol25 structures with the same formula, charge and spin comes out at 2.869 eV. For the energy, the calculation gives -212.3860 a.u. The spin multiplicity is 2. As for the orbital gap (spin up / spin down): 1.9 / 8.5 eV. The HOMO energy (spin up / spin down) comes out at 1.36 / -5.24 eV. The charge is -1.



What is the energy above the lowest of the compared OMol25 structures with the same formula, charge and spin in the first record? 3.699 eV



Repeat the first record exactly.
The following is a DFT calculation (ωB97M-V with the def2-TZVPD basis set) of C4H8INS as an isolated structure.

The geometry in XYZ format:
```
15
Properties=species:S:1:pos:R:3:forces:R:3
I -2.735 -0.080 3.577 -0.3 0.1 0.0
S -1.575 0.031 0.710 1.6 -3.3 0.0
N -1.321 -0.536 2.197 -0.2 0.5 -0.1
C 0.107 0.483 0.364 1.1 0.9 -1.1
C 2.022 1.336 -0.952 1.1 0.5 1.0
C 0.601 1.114 -0.698 -2.5 -0.6 -1.7
C -1.349 -1.698 -0.275 0.5 -1.1 2.0
H 2.521 0.665 -0.244 0.6 0.9 0.4
H 0.899 0.215 1.036 -0.5 -0.6 1.1
H -2.223 -2.291 -0.479 -1.1 0.5 0.3
H -0.894 -1.551 -1.195 0.9 0.9 -1.8
H 2.473 1.031 -1.881 -0.7 -0.2 -0.8
H -0.083 1.353 -1.528 0.1 0.3 0.4
H -0.684 -2.502 0.249 -0.9 2.2 0.0
H 2.239 2.430 -0.879 0.2 -0.9 0.4
```
Forces are in eV/Å.

The energy above the lowest of the compared OMol25 structures with the same formula, charge and spin comes out at 3.699 eV. For the energy, the calculation gives -907.6934 a.u. The spin multiplicity is 1. As for the orbital gap: 8.3 eV. The HOMO energy comes out at -7.81 eV. The charge is 0.



charge of number 1 (C4H8INS)? 0